C38H80Cl10N6O10P2 | ωB97M-V/def2-TZVPD

Positions of all 146 atoms, in Å:
C: 10.53735 4.92954 7.90528
N: 10.83240 6.31445 7.58518
C: 10.41379 6.71952 6.26590
P: 11.84427 7.29531 8.47083
O: 12.22666 8.51316 7.74186
N: 11.08698 7.63287 9.88553
C: 10.83818 6.63036 10.90390
C: 10.28924 8.84798 9.98622
N: 13.10719 6.33418 8.97640
C: 13.94031 5.86213 7.86796
C: 13.89667 6.87935 10.08442
H: 9.48882 4.85575 8.23931
H: 11.13949 4.50308 8.70019
H: 10.59477 4.26083 7.04387
H: 10.46350 5.87168 5.56951
H: 11.15761 7.39333 5.83191
H: 9.42083 7.17125 6.25390
H: 11.10586 7.04045 11.88021
H: 9.77415 6.35102 10.91827
H: 11.38028 5.71155 10.70065
H: 9.97038 9.00873 11.01313
H: 10.85506 9.70002 9.61344
H: 9.38354 8.77304 9.36209
H: 14.75587 5.25494 8.27895
H: 13.36190 5.16056 7.26414
H: 14.39259 6.70730 7.34499
H: 14.83707 6.34184 10.17274
H: 13.35269 6.75290 11.02323
H: 14.04690 7.96048 9.98114
C: 8.41485 2.19999 5.98458
N: 9.05048 0.89694 6.10929
C: 8.21452 -0.08622 6.80694
P: 10.67620 0.99127 6.32997
O: 11.10237 1.74159 7.52087
N: 11.16935 -0.58515 6.36655
C: 12.38255 -0.92185 7.09177
C: 10.72156 -1.54222 5.39585
N: 11.22994 1.64754 4.92206
C: 10.67014 1.28091 3.63923
C: 12.27916 2.67462 4.92708
H: 7.43350 2.09990 5.51254
H: 9.00701 2.85608 5.34537
H: 8.26876 2.66896 6.96576
H: 8.63131 -1.08459 6.70037
H: 7.22107 -0.05482 6.36428
H: 8.16404 0.11760 7.88469
H: 12.40807 -0.39157 8.03836
H: 12.45021 -1.99648 7.24221
H: 13.27575 -0.59387 6.53799
H: 10.57181 -2.52100 5.86329
H: 9.78291 -1.23004 4.94707
H: 11.45997 -1.67799 4.59183
H: 10.87303 2.05160 2.89513
H: 11.08246 0.35273 3.22519
H: 9.58494 1.17987 3.70209
H: 11.91311 3.67132 5.18202
H: 12.70188 2.72983 3.92353
H: 13.13854 2.38140 5.53157
O: 14.54492 10.00831 4.89274
C: 13.70277 9.43128 4.29396
C: 12.20309 9.70599 4.32072
C: 11.63942 8.69899 3.33393
C: 12.77899 7.67725 3.13726
O: 13.97907 8.35049 3.54957
H: 11.89850 9.58788 5.36209
H: 11.99279 10.71863 3.98952
H: 10.73454 8.19133 3.67514
H: 11.41032 9.15538 2.37271
H: 12.66389 6.73380 3.66707
H: 12.87551 7.45526 2.07561
O: 16.44522 12.05730 7.57129
C: 16.59103 10.88917 7.41479
C: 15.74086 9.75997 7.96515
C: 16.77395 8.64946 8.16072
C: 17.71805 8.91727 6.98647
O: 17.69505 10.35742 6.81694
H: 15.21805 10.05014 8.87529
H: 14.92810 9.46637 7.29385
H: 17.27664 8.86152 9.11321
H: 16.36930 7.64578 8.22306
H: 18.73575 8.58572 7.14654
H: 17.29279 8.52168 6.05736
O: 18.27842 8.00878 1.84716
C: 19.04218 7.44284 2.56425
C: 20.42130 6.89126 2.24869
C: 21.17367 7.10468 3.55753
C: 20.03237 6.87811 4.56202
O: 18.86490 7.40485 3.91954
H: 20.29820 5.80722 2.11063
H: 20.87298 7.27726 1.34355
H: 21.94530 6.34689 3.68972
H: 21.58201 8.10869 3.64900
H: 19.88792 5.81553 4.76290
H: 20.21411 7.39745 5.50023
O: 14.39280 4.71068 4.23944
C: 15.45253 4.49931 4.75692
C: 16.36284 5.50092 5.41486
C: 17.31539 4.66447 6.26361
C: 17.21806 3.28965 5.63309
O: 15.93821 3.25643 4.93701
H: 16.95558 5.99483 4.63799
H: 15.74316 6.22028 5.93284
H: 18.30378 5.11097 6.33449
H: 16.96191 4.53878 7.29208
H: 17.92034 3.16340 4.80646
H: 17.26778 2.50298 6.37418
Cl: 15.64078 2.21823 8.73357
C: 15.09412 2.97041 10.27242
C: 13.64488 2.67574 10.54593
Cl: 13.28124 3.39626 12.18794
H: 15.28254 4.04263 10.20112
H: 15.76158 2.64535 11.06780
H: 13.42869 1.62196 10.64552
H: 12.95980 3.18082 9.88677
Cl: 18.08735 5.80298 9.57450
C: 19.00538 6.85097 10.68974
C: 20.45846 7.02586 10.29173
Cl: 20.65832 7.62691 8.63084
H: 18.96867 6.36016 11.66010
H: 18.49204 7.80647 10.75526
H: 20.98631 6.07993 10.38348
H: 20.89916 7.77928 10.94071
Cl: 10.42335 5.30251 2.19716
C: 11.37772 4.29157 1.08618
C: 12.86792 4.48612 1.31410
Cl: 13.76247 3.22091 0.41590
H: 11.11856 4.57673 0.06964
H: 11.12598 3.24515 1.23026
H: 13.14064 4.34467 2.35482
H: 13.21950 5.44993 0.96554
Cl: 21.13112 4.05065 7.89162
C: 21.90141 2.63217 7.14804
C: 22.25559 2.88367 5.70403
Cl: 20.78686 3.03338 4.70572
H: 21.24539 1.77134 7.22664
H: 22.81610 2.41433 7.69960
H: 22.77222 1.99512 5.32879
H: 22.96160 3.69095 5.53214
Cl: 16.67498 -1.23791 8.66012
C: 17.09913 -0.63076 7.01405
C: 17.48626 -1.80166 6.17027
Cl: 17.84481 -1.22379 4.50013
H: 17.90801 0.07792 7.16810
H: 16.22851 -0.08489 6.66221
H: 16.67255 -2.50852 6.07824
H: 18.41021 -2.23179 6.53545

Values from the calculation:
net charge = 0
gap between HOMO and LUMO = 0.3099 Ha
lowest unoccupied orbital energy = 0.098 eV
structure (SMILES) = CN(C)P(=O)(N(C)C)N(C)C.CN(C)P(=O)(N(C)C)N(C)C.O=C1CCCO1.O=C1CCCO1.O=C1CCCO1.O=C1CCCO1.ClCCCl.ClCCCl.ClCCCl.ClCCCl.ClCCCl
spin multiplicity = 1
E_HOMO = -8.337 eV
molar mass = 1197.568 g mol⁻¹